# 1
C4H8N2O | wB97M-V/def2-TZVPD

Geometry as XYZ:
```
15
Properties=species:S:1:pos:R:3
N -0.7412 -1.1277 1.5283
C -0.0532 -1.2904 0.5130
C 0.4833 -1.3854 -0.6850
N 0.1654 -2.3951 -1.6302
H -0.2780 -1.4541 2.3800
H 1.2287 -0.6603 -0.9922
H 0.9709 -2.9695 -1.8481
H -0.5993 -2.9882 -1.3352
C -0.8140 2.0772 0.3883
C 0.6681 1.9690 0.1565
O 1.4133 1.2910 0.8114
H -1.1948 1.1421 0.8074
H -1.3307 2.3357 -0.5396
H -0.9955 2.8779 1.1170
H 1.0769 2.5778 -0.6717
```

Values from the calculation:
**Charge**: 0
**Largest force on an atom**: 0.68 eV/Å
**SMILES string**: N=C=CN.CC=O

***

# 2
C4H8N2O | wB97M-V/def2-TZVPD

Geometry as XYZ:
```
15
Properties=species:S:1:pos:R:3
C 0.8058 -0.2340 0.3732
C -0.9767 0.2570 -0.1757
C 1.4054 -1.4011 -0.3760
N -2.2795 -0.0605 0.2393
C 0.4801 1.8674 0.2426
O 1.4787 0.9696 0.0424
N -0.7451 1.6186 -0.1414
H 0.8766 -0.3835 1.4530
H -0.7603 -0.4915 -0.9486
H -2.9341 -0.5105 -0.3874
H -2.7746 0.6978 0.6960
H 0.7823 2.7727 0.7744
H 2.5024 -1.3726 -0.3957
H 1.0442 -2.3499 0.0298
H 1.0948 -1.3796 -1.4259
```

Values from the calculation:
**Charge**: 0
**Largest force on an atom**: 4.35 eV/Å

***

Number 1: HOMO energy -8.1 eV. Number 2: HOMO energy -7.9 eV.